Record 1
Below is 9 unconnected molecules or ions with the total composition H18O9 at a distorted geometry, with properties calculated with wB97M-V/def2-TZVPD.

As for the structure (SMILES): O.O.O.O.O.O.O.O.O. The value obtained for the HOMO-LUMO gap is 10.62 eV. The energy relative to the best compared isomer or geometry (same formula, charge and spin) comes out at 2.5454 eV.

```
! RIJCOSX wB97M-V def2-TZVPD def2/J DEFGRID3
* xyz 0 1
O 2.590 0.936 2.022
H 2.396 1.096 1.063
H 3.337 0.359 2.083
O 2.696 0.835 -0.608
H 3.481 0.647 -1.085
H 2.308 1.649 -0.969
O -0.254 1.846 0.775
H -0.621 1.410 1.489
H -1.017 2.238 0.344
O 1.034 -1.275 2.291
H 0.160 -0.939 2.249
H 1.573 -0.506 2.124
O -3.026 0.467 -1.077
H -2.766 0.478 -1.977
H -3.917 0.806 -1.140
O -0.619 -1.775 -2.980
H -0.486 -1.732 -2.025
H -0.189 -2.572 -3.285
O -0.307 -0.868 -0.424
H -1.193 -0.559 -0.395
H 0.149 -0.148 -0.038
O -3.700 1.458 1.436
H -4.344 2.047 1.164
H -3.153 1.186 0.637
O 2.328 -2.334 -0.521
H 1.693 -2.163 0.169
H 1.858 -2.575 -1.312
*
```



Record 2
Below is C4H9Cl in the gas phase at a distorted geometry, with properties calculated with wB97M-V/def2-TZVPD.

As for the structure (SMILES): CC(C)(C)Cl. The value obtained for the HOMO-LUMO gap is 10.64 eV. The energy relative to the best compared isomer or geometry (same formula, charge and spin) comes out at 4.1527 eV.

```
! RIJCOSX wB97M-V def2-TZVPD def2/J DEFGRID3
* xyz 0 1
C -0.804 -1.489 -0.468
C 0.079 -0.284 0.131
C 1.507 -0.410 0.571
C -1.043 0.177 1.325
H -0.418 -1.318 -1.519
H -0.345 -2.553 0.044
H -1.941 -1.030 -0.364
H 1.854 0.645 1.194
H 1.438 -1.144 1.487
H 2.301 -0.355 -0.330
H -1.324 -0.851 1.896
H -0.737 0.900 2.089
H -1.857 0.803 0.638
Cl 0.153 0.996 -0.852
*
```



Record 3
Below is C4H8O3 in the gas phase, with properties calculated with wB97M-V/def2-TZVPD.

As for the structure (SMILES): O=C(CO)CCO. The value obtained for the HOMO-LUMO gap is 11.00 eV. The energy relative to the best compared isomer or geometry (same formula, charge and spin) comes out at 1.3545 eV.

```
! RIJCOSX wB97M-V def2-TZVPD def2/J DEFGRID3
* xyz 0 1
O -0.358 -0.369 -1.800
C 0.968 -0.541 -1.320
C 0.945 -0.811 0.196
C -0.081 0.131 0.787
O 0.107 1.334 0.829
C -1.399 -0.438 1.268
O -2.266 0.572 1.682
H -0.496 0.558 -2.026
H 1.570 0.350 -1.516
H 1.416 -1.386 -1.858
H 1.922 -0.612 0.655
H 0.674 -1.854 0.393
H -1.843 -1.028 0.450
H -1.164 -1.141 2.085
H -1.752 1.396 1.620
*
```



Record 4
Below is a molecular structure, C37H28BrCsIN5O3STe at a distorted geometry, with properties calculated with wB97M-V/def2-TZVPD.

The value obtained for the HOMO-LUMO gap is 5.55 eV. The energy relative to the best compared isomer or geometry (same formula, charge and spin) comes out at 1.9515 eV.

```
! RIJCOSX wB97M-V def2-TZVPD def2/J DEFGRID3
* xyz -2 1
Cs 0.275 -1.176 1.390
O 0.752 1.200 4.655
C 0.470 1.342 3.451
N 1.256 1.176 2.386
C 2.651 1.104 2.545
C 3.323 1.971 3.418
C 4.703 1.982 3.518
C 5.454 1.111 2.730
C 4.816 0.264 1.840
C 3.418 0.245 1.708
N 2.767 -0.495 0.707
C 3.245 -1.670 0.325
O 4.113 -2.396 0.859
C 2.626 -2.174 -0.983
C 3.433 -2.947 -1.818
C 2.940 -3.335 -3.050
C 1.637 -2.991 -3.391
C 0.890 -2.271 -2.475
N 1.371 -1.850 -1.305
C -0.969 1.778 3.133
C -1.679 2.385 4.169
C -2.987 2.769 3.952
C -3.568 2.500 2.719
C -2.788 1.906 1.746
N -1.507 1.578 1.929
H 2.729 2.647 4.018
H 5.192 2.672 4.196
H 6.536 1.097 2.804
H 5.392 -0.400 1.210
H 4.423 -3.210 -1.474
H 3.559 -3.898 -3.739
H 1.207 -3.258 -4.349
H -0.140 -2.009 -2.684
H -1.176 2.528 5.114
H -3.555 3.263 4.732
H -4.604 2.740 2.515
H -3.199 1.671 0.770
O -1.343 -2.777 2.114
N -2.284 -3.473 2.702
C -1.925 -4.455 3.562
C -2.833 -5.277 4.170
C -4.190 -5.088 3.879
C -4.554 -4.068 3.042
C -3.614 -3.188 2.443
S -4.043 -1.860 1.477
H -0.858 -4.536 3.706
H -2.485 -6.042 4.850
H -4.942 -5.732 4.321
H -5.591 -3.880 2.803
C 0.079 3.546 -1.581
Te 0.560 2.063 -0.020
C 2.189 1.647 -1.373
C 2.290 2.739 -2.401
C 3.390 2.828 -3.255
C 3.480 3.842 -4.196
C 2.459 4.784 -4.293
C 1.361 4.694 -3.452
C 1.265 3.674 -2.503
H -0.141 4.505 -1.109
H -0.807 3.260 -2.152
H 2.000 0.676 -1.830
H 3.102 1.548 -0.792
H 4.180 2.089 -3.174
H 4.340 3.898 -4.852
H 2.520 5.581 -5.025
H 0.562 5.424 -3.526
Br -1.218 -0.559 -4.997
C -2.855 -0.876 -4.026
C -3.894 -1.440 -4.757
C -5.122 -1.623 -4.139
C -5.281 -1.266 -2.805
C -4.211 -0.747 -2.093
C -2.969 -0.529 -2.693
I -1.370 0.459 -1.446
H -3.742 -1.723 -5.791
H -5.947 -2.043 -4.702
H -6.239 -1.401 -2.318
H -4.324 -0.524 -1.038
*
```



Record 5
Below is 2 unconnected molecules or ions with the total composition C2H10N2 at a distorted geometry, with properties calculated with wB97M-V/def2-TZVPD.

As for the structure (SMILES): NCN.C. The value obtained for the HOMO-LUMO gap is 10.02 eV. The energy relative to the best compared isomer or geometry (same formula, charge and spin) comes out at 0.4199 eV.

```
! RIJCOSX wB97M-V def2-TZVPD def2/J DEFGRID3
* xyz 0 1
C 2.696 -0.094 -0.081
H 2.735 -0.544 -1.067
H 3.671 0.160 0.313
H 2.163 0.848 -0.181
H 2.079 -0.681 0.605
N -0.881 0.864 0.970
C -0.911 0.380 -0.365
N -1.418 -0.994 -0.499
H -0.629 0.244 1.720
H -1.637 1.474 1.226
H 0.082 0.472 -0.848
H -1.515 1.076 -0.965
H -1.435 -1.260 -1.473
H -0.826 -1.613 0.037
*
```



Record 6
Below is C5H10N4 in the gas phase, with properties calculated with wB97M-V/def2-TZVPD.

The value obtained for the HOMO-LUMO gap (spin up / spin down) is 6.55 / 7.53 eV. The energy relative to the best compared isomer or geometry (same formula, charge and spin) comes out at 4.4633 eV.

```
! RIJCOSX wB97M-V def2-TZVPD def2/J DEFGRID3
* xyz 0 1
C -0.628 0.669 -0.283
C 0.552 -0.099 -0.758
C -0.807 0.093 0.957
N -1.262 1.675 -0.926
N 0.232 -1.124 -1.706
N 1.741 0.568 -1.156
C 0.626 -0.847 0.831
C -1.340 0.407 2.150
N 0.632 -2.164 0.835
H -1.285 1.681 -1.934
H -1.983 2.199 -0.458
H -0.701 -1.478 -1.522
H 0.851 -1.917 -1.529
H 1.924 1.432 -0.669
H 1.860 0.649 -2.157
H 1.299 -2.524 1.515
H 1.334 -0.293 1.464
H -1.619 1.421 2.423
H -1.426 -0.349 2.923
*
```



Record 7
Below is C7H10 in the gas phase, with properties calculated with wB97M-V/def2-TZVPD.

As for the structure (SMILES): C[C@H]1C[C@H]2[C@@H]3[C@H]2[C@@H]31. The value obtained for the HOMO-LUMO gap is 10.06 eV. The energy relative to the best compared isomer or geometry (same formula, charge and spin) comes out at 2.7415 eV.

```
! RIJCOSX wB97M-V def2-TZVPD def2/J DEFGRID3
* xyz 0 1
C -0.141 1.583 1.512
C 0.162 0.635 0.367
C 0.736 -0.753 0.674
C 0.438 -1.466 -0.642
C 0.153 -0.460 -1.723
C -0.955 -1.169 -1.097
C -0.823 0.269 -0.750
H -0.528 2.531 1.118
H -0.831 1.201 2.267
H 0.816 1.811 2.000
H 0.200 -1.238 1.497
H 1.804 -0.711 0.909
H 0.816 -2.463 -0.854
H 0.699 -0.119 -2.583
H 0.918 1.173 -0.217
H -1.774 -1.726 -1.521
H -1.691 0.903 -0.960
*
```



Record 8
Below is a gas-phase ion, C6H8N3O2 (charge +1) at a distorted geometry, with properties calculated with wB97M-V/def2-TZVPD.

As for the structure (SMILES): [H]/N=C1/OCC[N+](C#N)=C(C)O1. The value obtained for the HOMO-LUMO gap is 10.83 eV. The energy relative to the best compared isomer or geometry (same formula, charge and spin) comes out at 0.2370 eV.

```
! RIJCOSX wB97M-V def2-TZVPD def2/J DEFGRID3
* xyz 1 1
C 0.742 -2.118 0.409
C -0.825 1.731 -0.446
C 0.794 0.195 0.699
C -0.443 -0.830 -1.194
C -1.853 -0.355 -0.871
C 1.728 0.056 1.832
N 1.052 -3.176 0.696
N -0.834 2.773 -1.072
N 0.367 -0.875 0.031
O 0.441 1.371 0.362
O -1.798 0.914 -0.203
H -0.470 -1.833 -1.624
H 0.036 -0.153 -1.914
H -2.445 -0.251 -1.786
H -2.368 -1.028 -0.180
H 2.710 0.437 1.539
H 1.396 0.689 2.656
H 1.837 -0.974 2.165
H -0.068 3.428 -1.097
*
```



Record 9
Below is 2 unconnected molecules or ions with the total composition CBr3F3Si at a distorted geometry, with properties calculated with wB97M-V/def2-TZVPD.

The value obtained for the HOMO-LUMO gap (spin up / spin down) is 9.29 / 5.01 eV. The energy relative to the best compared isomer or geometry (same formula, charge and spin) comes out at 1.5191 eV.

```
! RIJCOSX wB97M-V def2-TZVPD def2/J DEFGRID3
* xyz 0 1
C -0.793 -0.069 -0.080
F -1.989 0.292 0.346
F -0.591 -1.285 0.429
F -0.940 -0.251 -1.409
Si 0.631 1.179 0.360
Br 4.634 -0.057 0.355
Br -0.379 2.806 1.488
Br 1.807 1.801 -1.376
*
```



Record 10
Below is a molecular structure, C39H46CoINO2Se2 at a distorted geometry, with properties calculated with wB97M-V/def2-TZVPD.

The value obtained for the HOMO-LUMO gap (spin up / spin down) is 6.58 / 6.46 eV.

```
! RIJCOSX wB97M-V def2-TZVPD def2/J DEFGRID3
* xyz -1 1
Co -0.186 -0.079 -0.042
C -0.622 3.960 6.181
C -0.624 4.806 4.906
C -1.947 5.585 4.855
C 0.550 5.792 4.987
C -0.489 3.949 3.651
C -0.344 2.571 3.681
C -0.231 1.859 2.498
Se 0.057 -0.047 2.595
C 1.969 -0.046 2.487
C 2.702 -0.028 3.660
C 4.088 0.015 3.622
C 4.678 0.028 2.356
C 3.973 0.000 1.162
C 2.545 -0.037 1.199
O 1.824 -0.058 0.130
C 4.684 0.017 -0.193
C 4.258 1.264 -0.985
C 6.208 0.058 -0.051
C 4.323 -1.251 -0.983
C 4.884 0.054 4.926
C 6.393 0.090 4.679
C 4.568 -1.194 5.765
C 4.502 1.308 5.727
C -0.281 2.457 1.221
O -0.242 1.730 0.141
C -0.384 3.874 1.183
C -0.491 4.549 2.391
C -0.382 4.725 -0.099
C -0.217 3.943 -1.406
C -1.711 5.492 -0.192
C 0.784 5.725 -0.025
H -0.745 4.610 7.050
H 0.319 3.419 6.296
H -1.443 3.239 6.178
H -2.082 6.172 5.769
H -2.787 4.894 4.759
H -1.977 6.269 4.005
H 0.493 6.383 5.905
H 0.552 6.480 4.139
H 1.498 5.250 4.982
H -0.300 2.024 4.614
H 2.162 -0.038 4.601
H 5.757 0.059 2.301
H 4.531 2.172 -0.440
H 3.181 1.265 -1.145
H 4.758 1.281 -1.958
H 6.542 0.956 0.473
H 6.655 0.066 -1.048
H 6.587 -0.821 0.477
H 3.248 -1.312 -1.141
H 4.646 -2.142 -0.439
H 4.822 -1.242 -1.958
H 6.726 -0.794 4.132
H 6.920 0.114 5.635
H 6.681 0.979 4.114
H 4.842 -2.098 5.218
H 3.505 -1.252 6.001
H 5.125 -1.174 6.706
H 4.734 2.209 5.156
H 5.054 1.342 6.671
H 3.436 1.319 5.956
H -0.582 5.629 2.352
H -1.049 3.262 -1.575
H 0.703 3.362 -1.417
H -0.184 4.657 -2.236
H -2.545 4.790 -0.236
H -1.727 6.104 -1.098
H -1.865 6.150 0.666
H 1.733 5.189 0.045
H 0.705 6.386 0.839
H 0.803 6.344 -0.926
I -0.034 0.160 -2.806
C -2.144 0.046 -2.749
C -2.801 0.045 -3.954
C -4.197 0.000 -3.974
C -4.896 -0.023 -2.795
C -4.229 -0.017 -1.551
C -4.961 -0.022 -0.351
C -4.308 -0.024 0.852
C -2.909 -0.039 0.901
C -2.131 -0.040 -0.240
C -2.791 -0.006 -1.497
H -2.231 0.081 -4.872
H -4.732 -0.011 -4.916
H -5.979 -0.046 -2.803
H -6.044 -0.022 -0.391
H -4.880 -0.024 1.772
H -2.449 -0.058 1.877
Se 0.054 -4.769 0.121
C -0.098 -3.036 -0.044
N -0.210 -1.884 -0.172
*
```



Record 11
Below is C3H9IN2 in the gas phase at a distorted geometry, with properties calculated with wB97M-V/def2-TZVPD.

As for the structure (SMILES): CC(C)N(N)I. The value obtained for the HOMO-LUMO gap (spin up / spin down) is 7.87 / 7.87 eV. The energy relative to the best compared isomer or geometry (same formula, charge and spin) comes out at 1.7795 eV.

```
! RIJCOSX wB97M-V def2-TZVPD def2/J DEFGRID3
* xyz 0 1
C 0.831 0.299 1.229
C -0.006 -1.055 -0.854
C -0.363 -0.372 0.492
N -0.952 1.594 -0.608
N -1.257 0.753 0.371
I -3.470 -0.082 0.044
H 1.566 -0.468 1.586
H 1.356 1.112 0.496
H 0.412 0.934 2.005
H 0.496 -0.274 -1.612
H -0.937 -1.532 -1.175
H 0.704 -1.981 -0.744
H -0.725 -1.128 1.110
H -0.701 1.322 -1.531
H -1.441 2.505 -0.695
*
```



Record 12
Below is a molecular structure, C28H49BCrN7O8P2S3Se, with properties calculated with wB97M-V/def2-TZVPD.

The value obtained for the HOMO-LUMO gap (spin up / spin down) is 6.52 / 7.25 eV. The energy relative to the best compared isomer or geometry (same formula, charge and spin) comes out at 0.0000 eV. The expectation value of S² is 3.80.

```
! RIJCOSX wB97M-V def2-TZVPD def2/J DEFGRID3
* xyz 0 4
Cr -0.793 0.709 0.964
C -0.001 4.019 -1.224
C 0.346 3.423 -2.586
C -0.252 4.331 -3.659
C 1.861 3.344 -2.780
N -0.194 2.030 -2.777
C -0.926 1.630 -3.881
C -0.968 0.281 -3.871
N -0.267 -0.167 -2.775
B 0.248 -1.665 -2.713
N -0.543 -2.631 -1.801
C -0.273 -3.972 -1.932
C -0.779 -4.604 -0.858
N -1.373 -3.649 -0.055
C -1.229 -2.454 -0.664
S -2.033 -0.993 -0.220
C -1.865 -4.029 1.309
C -2.888 -5.155 1.137
C -2.518 -2.885 2.077
C -0.638 -4.499 2.096
N 1.730 -1.683 -2.335
C 2.633 -1.092 -3.204
C 3.812 -0.988 -2.570
N 3.641 -1.511 -1.290
C 2.364 -1.978 -1.170
S 1.719 -2.840 0.123
C 4.702 -1.583 -0.251
C 5.867 -0.668 -0.647
C 5.185 -3.029 -0.157
C 4.166 -1.093 1.095
C 0.184 0.912 -2.107
S 1.039 0.831 -0.604
H 0.478 4.998 -1.164
H 0.354 3.404 -0.402
H -1.073 4.156 -1.116
H 0.122 5.340 -3.487
H -1.340 4.366 -3.593
H 0.045 4.034 -4.665
H 2.287 4.346 -2.715
H 2.099 2.929 -3.761
H 2.322 2.721 -2.014
H -1.358 2.323 -4.574
H -1.417 -0.403 -4.569
H 0.146 -2.074 -3.844
H 0.304 -4.348 -2.757
H -0.733 -5.639 -0.581
H -3.695 -4.844 0.473
H -3.316 -5.395 2.110
H -2.443 -6.067 0.741
H -3.413 -2.513 1.582
H -1.834 -2.055 2.245
H -2.804 -3.295 3.047
H -0.151 -5.351 1.621
H -0.948 -4.797 3.098
H 0.090 -3.691 2.185
H 2.349 -0.795 -4.199
H 4.740 -0.589 -2.922
H 6.435 -1.054 -1.494
H 6.553 -0.600 0.196
H 5.516 0.338 -0.881
H 5.550 -3.374 -1.126
H 4.368 -3.673 0.164
H 5.999 -3.105 0.567
H 3.640 -0.142 0.972
H 5.012 -0.935 1.764
H 3.475 -1.798 1.552
C -5.323 0.461 0.607
C -4.523 1.735 0.818
O -5.416 2.859 0.869
P -3.345 2.071 -0.564
O -3.682 1.150 -1.801
O -3.708 3.519 -1.051
O -1.902 1.965 -0.191
P -3.531 1.749 2.376
O -4.483 1.082 3.479
O -3.355 3.192 2.652
O -2.370 0.774 2.216
H -5.855 0.487 -0.343
H -6.047 0.376 1.416
H -4.667 -0.412 0.617
H -5.049 3.447 1.558
H -3.198 0.298 -1.719
H -4.559 3.783 -0.649
H -4.230 0.169 3.658
Se 1.235 -2.215 4.237
C 0.551 -1.219 2.950
N 0.100 -0.556 2.101
C 0.886 3.431 3.934
C 2.080 2.567 3.539
C 1.711 2.094 2.141
O 0.254 2.181 2.057
C -0.264 2.653 3.336
H 0.952 4.423 3.482
H 0.778 3.545 5.011
H 2.173 1.714 4.214
H 3.024 3.110 3.538
H 2.009 1.063 1.955
H 2.110 2.736 1.356
H -0.514 1.781 3.945
H -1.159 3.230 3.131
*
```



What is the formula in the twelfth record? C28H49BCrN7O8P2S3Se